Formula: C12H15CeClN2O2S
Source: the Open Molecules 2025 dataset
Level of theory: ωB97M-V with the def2-TZVPD basis set

Summary:
**DFT total energy**: -2058.8676 hartree
**Multiplicity**: 1
**Total charge**: +2
**ΔE to the lowest compared entry with this formula, charge and spin**: 7.0402 eV
**Orbital gap (spin up / spin down)**: 4.9 / 4.9 eV

Each line ends with the Löwdin charge.
Atoms and positions in Å:
1 Cl -2.552276 -1.455679 -1.764629  0.187
2 C 1.144624 -1.837879 -3.406229  -0.105
3 C 1.898824 -0.651579 -3.271729  -0.140
4 C 1.063024 0.443021 -3.617629  -0.101
5 H 2.925224 -0.584579 -2.952929  0.149
6 C -0.216176 -0.062979 -3.955329  -0.357
7 C -0.147676 -1.476979 -3.846429  -0.095
8 H -0.983576 -2.141979 -3.965329  0.129
9 H 1.490324 -2.837679 -3.203729  0.155
10 H 1.347724 1.482221 -3.613229  0.163
11 C -1.402476 0.718821 -4.398529  0.017
12 Ce 0.192724 -0.508579 -1.578929  0.739
13 C 1.613024 0.232321 -0.502929  -0.279
14 C 0.051824 -1.815679 -0.125829  -0.286
15 O 2.480024 0.677621 0.153671  0.294
16 O -0.106476 -2.601779 0.721271  0.288
17 H -1.439976 1.687721 -3.903429  0.107
18 H -2.314876 0.176721 -4.156329  0.080
19 H -1.381876 0.893821 -5.477629  0.126
20 S -1.163876 1.074821 0.414571  0.877
21 C -0.646276 0.836721 1.980571  -0.624
22 N -1.181076 1.677921 3.003271  0.047
23 C -0.783176 1.572221 4.403571  -0.160
24 C 0.436824 0.654621 4.615571  -0.152
25 C 0.274524 -0.597579 3.779671  -0.179
26 N 0.244124 -0.200179 2.390571  0.008
27 H -1.919376 2.357521 2.761171  0.161
28 H -1.653876 1.180421 4.970671  0.142
29 H -0.522976 2.572821 4.809971  0.144
30 H 0.543424 0.414421 5.696571  0.143
31 H 1.365424 1.164021 4.276671  0.133
32 H -0.680276 -1.101179 4.050171  0.148
33 H 1.108124 -1.312479 3.953371  0.149
34 H 0.916524 -0.630979 1.759471  0.088

Cartesian forces (eV/Å) of the 3 atoms listed first:
Cl 1.9849 0.3576 0.4692
C -0.4066 -0.2594 -1.0653
C 1.0259 0.7853 -0.8350